Entry 1:
Molecular formula: C62H59N4O10Se2SiTa
Method: DFT, the ωB97M-V functional and the def2-TZVPD basis

Structure (XYZ):
```
139
Properties=species:S:1:pos:R:3:forces:R:3:mulliken_charge:R:1
Ta -0.656 0.523 -0.395 0.909 1.802 0.243 2.873
C 0.616 -5.492 -0.589 0.010 0.026 0.023 -1.517
C 0.170 -4.847 0.719 0.053 -0.015 -0.003 1.710
C 0.049 -5.842 1.847 0.062 -0.006 0.033 -1.771
O 1.065 -3.828 1.115 0.107 0.029 0.020 -0.417
C 0.692 -2.669 0.397 -0.008 -0.042 -0.087 -0.248
C -0.859 -2.812 0.286 0.039 0.136 -0.283 -0.067
O -1.077 -4.187 0.535 -0.029 0.017 -0.113 -0.402
C -1.794 -1.947 1.147 -0.365 -0.030 -0.015 1.503
O -1.378 -0.591 0.903 -0.425 -0.644 0.840 0.020
C -3.266 -1.958 0.668 0.060 -0.125 -0.003 -0.227
C -3.641 -2.248 -0.642 0.042 -0.084 0.084 -0.352
C -4.956 -2.090 -1.058 -0.016 -0.004 0.005 -0.785
C -5.923 -1.641 -0.174 -0.004 0.020 -0.020 -0.851
C -5.565 -1.356 1.136 0.008 0.024 0.025 -0.555
C -4.253 -1.515 1.550 0.069 0.087 -0.013 -0.253
C -1.737 -2.353 2.611 -0.311 0.183 0.023 0.610
C -2.247 -3.595 2.991 -0.174 -0.002 0.066 -0.301
C -2.318 -3.946 4.328 0.000 -0.010 -0.026 -0.927
C -1.915 -3.051 5.313 0.048 0.043 -0.025 -0.919
C -1.433 -1.809 4.940 -0.178 -0.033 0.084 -0.857
C -1.334 -1.475 3.595 -0.333 0.042 0.153 1.012
C 1.480 -1.420 0.868 0.010 0.098 -0.038 1.200
O 1.069 -0.327 0.025 0.303 -0.683 0.310 0.424
C 2.999 -1.712 0.613 -0.097 0.253 0.001 0.558
C 3.449 -2.341 -0.546 0.031 0.035 0.059 0.078
C 4.794 -2.608 -0.758 -0.062 0.053 -0.015 -1.012
C 5.739 -2.241 0.186 0.040 -0.020 -0.040 -0.817
C 5.317 -1.590 1.331 0.019 0.078 0.030 -1.079
C 3.970 -1.328 1.538 -0.021 0.049 -0.003 -0.216
C 1.365 -1.056 2.346 0.144 0.003 0.020 0.246
C 1.477 -2.021 3.346 0.208 0.035 0.017 0.320
C 1.584 -1.647 4.676 0.193 0.038 -0.057 -1.147
C 1.584 -0.306 5.037 0.032 -0.038 -0.024 -1.058
C 1.482 0.658 4.046 -0.023 -0.013 -0.011 -0.331
C 1.386 0.283 2.711 0.099 0.025 -0.048 0.322
H 1.656 -5.808 -0.507 -0.010 -0.028 0.000 0.330
H 0.518 -4.794 -1.421 0.023 0.008 0.001 0.047
H -0.007 -6.360 -0.806 -0.018 0.017 -0.014 0.468
H 1.003 -6.351 1.990 -0.005 -0.023 -0.003 0.414
H -0.714 -6.582 1.607 -0.005 -0.005 0.006 0.380
H -0.226 -5.323 2.764 0.021 -0.027 -0.034 0.393
H 1.020 -2.787 -0.638 0.014 0.022 -0.102 -0.659
H -1.108 -2.597 -0.750 -0.024 0.011 -0.041 -0.037
H -2.926 -2.589 -1.374 0.060 -0.013 -0.017 0.329
H -5.212 -2.306 -2.087 0.004 0.000 -0.002 0.483
H -6.946 -1.510 -0.502 -0.004 0.001 -0.004 0.445
H -6.309 -1.000 1.839 0.003 0.003 -0.003 0.432
H -3.992 -1.270 2.571 0.034 -0.011 0.045 0.309
H -2.626 -4.272 2.238 0.011 0.014 0.046 0.538
H -2.714 -4.915 4.605 -0.005 -0.008 -0.001 0.453
H -1.983 -3.322 6.359 -0.022 0.003 0.010 0.414
H -1.115 -1.097 5.694 -0.029 -0.033 -0.058 0.548
H -0.928 -0.530 3.298 -0.039 0.384 0.027 -0.370
H 2.760 -2.651 -1.310 -0.194 -0.035 -0.229 0.297
H 5.096 -3.109 -1.667 0.010 -0.031 -0.072 0.454
H 6.788 -2.462 0.031 -0.010 0.011 -0.009 0.404
H 6.035 -1.279 2.079 0.000 -0.008 0.000 0.434
H 3.691 -0.817 2.447 -0.009 -0.011 0.008 0.366
H 1.502 -3.067 3.084 -0.015 0.008 0.010 0.653
H 1.669 -2.413 5.438 -0.016 -0.001 -0.005 0.426
H 1.679 -0.018 6.076 -0.012 0.003 0.014 0.448
H 1.509 1.709 4.309 0.018 -0.006 0.006 0.438
H 1.374 1.043 1.945 0.029 -0.081 0.095 -0.309
Se -8.193 3.189 -0.094 -0.069 0.023 -0.018 0.186
N -7.233 2.489 1.236 0.031 -0.072 0.032 -0.953
C -5.995 2.466 0.828 -0.051 0.052 0.034 0.793
C -4.862 2.122 1.664 0.002 -0.054 -0.007 0.598
C -4.975 1.993 3.044 -0.064 -0.018 -0.057 -0.644
C -3.830 1.923 3.803 0.110 -0.029 0.068 -1.233
C -2.606 1.964 3.142 -0.008 -0.229 0.078 -0.196
N -2.485 1.990 1.827 0.088 -0.130 0.017 0.626
C -3.587 2.077 1.081 0.060 0.033 -0.052 -1.229
C -3.373 2.313 -0.360 0.093 -0.018 -0.074 -0.415
N -2.121 2.099 -0.904 -0.621 -0.020 -0.275 0.673
C -2.028 2.451 -2.322 0.019 0.003 0.185 0.812
C -2.869 3.589 -2.761 0.054 0.043 -0.063 -1.460
C -4.075 3.713 -2.218 -0.133 0.107 0.024 -1.045
C -4.391 2.952 -1.039 0.046 -0.074 0.014 0.608
C -5.729 2.975 -0.496 -0.028 0.042 -0.002 1.030
N -6.772 3.429 -1.146 0.043 -0.043 -0.066 -0.889
H -5.960 2.004 3.493 0.003 0.013 -0.005 0.560
H -3.866 1.862 4.882 0.005 0.004 0.000 0.489
H -1.682 1.980 3.707 0.121 -0.147 0.062 0.293
H -0.985 2.643 -2.547 -0.015 -0.124 -0.065 -0.591
H -2.522 4.190 -3.591 -0.009 0.010 0.000 0.609
H -4.806 4.431 -2.568 0.004 -0.010 -0.028 0.486
C 1.492 4.126 -3.256 -0.011 -0.018 0.000 -1.400
C 1.866 2.775 -3.879 -0.039 0.064 0.024 2.497
C 0.820 2.413 -4.941 0.000 -0.016 0.004 -1.441
C 3.227 2.944 -4.571 -0.012 -0.016 0.001 -1.895
Si 1.956 1.429 -2.536 0.222 0.092 -0.026 -0.705
O 0.494 1.358 -1.772 0.037 -0.101 -0.066 0.218
C 2.384 -0.191 -3.401 -0.203 -0.105 0.093 0.278
C 3.492 -0.348 -4.154 0.076 0.025 0.060 -0.375
C 3.858 -1.607 -4.780 0.037 -0.008 0.005 -1.171
C 3.079 -2.692 -4.693 -0.036 -0.002 0.020 -1.165
C 1.753 -2.594 -4.074 0.093 -0.077 0.065 -1.445
C 1.422 -1.313 -3.377 0.122 0.020 0.074 2.140
C 3.286 1.896 -1.295 -0.041 0.020 0.035 1.393
C 4.537 1.281 -1.251 -0.029 -0.047 0.082 0.009
C 5.509 1.689 -0.347 0.013 -0.052 0.009 -0.680
C 5.248 2.718 0.544 0.006 -0.001 0.021 -0.971
C 4.009 3.343 0.522 -0.003 0.024 -0.006 -1.245
C 3.048 2.935 -0.390 -0.006 0.000 -0.074 0.003
H 1.474 4.896 -4.035 -0.012 0.002 -0.001 0.629
H 2.214 4.441 -2.499 0.005 0.021 -0.022 0.275
H 0.501 4.106 -2.800 0.017 0.004 -0.004 -0.107
H 0.849 3.142 -5.758 -0.008 0.005 0.001 0.572
H -0.195 2.424 -4.536 0.010 0.010 -0.016 -0.054
H 1.001 1.423 -5.369 0.008 0.009 -0.013 0.253
H 3.229 3.876 -5.145 -0.005 -0.011 -0.018 0.555
H 3.422 2.135 -5.276 0.009 0.000 0.019 0.386
H 4.056 2.996 -3.859 0.001 0.023 -0.001 0.264
H 4.213 0.456 -4.238 -0.002 -0.009 0.005 0.569
H 4.830 -1.673 -5.253 -0.014 -0.001 -0.008 0.407
H 3.418 -3.658 -5.045 0.005 0.011 -0.002 0.457
H 1.283 -3.513 -3.735 -0.007 0.014 -0.012 0.635
H 0.738 -1.361 -2.537 -0.007 -0.031 0.009 0.119
H 4.755 0.452 -1.913 0.001 -0.036 -0.009 0.159
H 6.469 1.190 -0.330 0.022 -0.023 0.001 0.455
H 6.003 3.032 1.253 0.001 -0.003 -0.009 0.387
H 3.802 4.157 1.207 0.000 -0.002 -0.001 0.390
H 2.091 3.441 -0.412 0.007 -0.004 0.001 0.565
C 0.509 4.132 2.458 0.016 -0.015 -0.003 -1.172
C 0.079 3.592 1.127 -0.185 0.085 -0.022 0.428
C -0.317 4.568 0.069 0.030 -0.045 -0.020 -0.565
O 0.057 2.389 0.950 0.205 -0.652 -0.249 -0.150
H 0.028 5.083 2.679 -0.004 0.002 -0.004 0.440
H 1.590 4.300 2.412 -0.003 0.011 0.003 0.148
H 0.309 3.402 3.240 0.011 0.015 -0.026 -0.035
H 0.353 5.430 0.069 -0.010 0.011 0.020 0.518
H -1.324 4.928 0.304 -0.004 -0.012 0.018 0.437
H -0.343 4.092 -0.904 -0.003 0.008 0.011 -0.663
O -2.539 -1.036 -4.115 0.091 -0.122 0.120 -0.799
Se -1.466 -0.058 -3.459 -0.478 0.011 -0.538 1.673
O 0.827 -1.664 -4.630 -0.008 -0.003 0.010 -0.732
O -1.387 -0.605 -1.733 0.086 0.205 -0.211 -2.302
O -2.495 1.343 -3.157 0.067 -0.132 -0.035 -0.590
```
Positions in Å, forces in eV/Å.

Computed properties:
* maximum force: 2.033 eV Å⁻¹
* charge: 0
* frontier orbital gap: 0.2612 Eh

Entry 2:
Molecular formula: C2H3O3
Method: DFT, the ωB97M-V functional and the def2-TZVPD basis

Structure (XYZ):
```
8
Properties=species:S:1:pos:R:3:forces:R:3:mulliken_charge:R:1
C -1.486 -1.262 -0.006 3.672 -1.067 -1.808 -0.321
C -2.716 0.921 0.484 0.674 -0.261 -0.273 -0.210
O 1.675 -0.075 0.497 -1.458 -0.430 -1.206 -0.686
O -0.636 -1.005 -0.867 -3.159 0.070 2.282 -0.360
O -2.775 -0.276 0.041 -0.496 1.684 -0.162 -0.059
H -1.573 1.221 0.626 -0.747 -0.481 -0.116 -0.061
H 1.482 -0.933 0.031 0.276 1.093 0.734 0.342
H 0.830 0.395 0.239 1.239 -0.607 0.550 0.355
```
Positions in Å, forces in eV/Å.

Computed properties:
* maximum force: 4.229 eV Å⁻¹
* charge: -1
* frontier orbital gap: 0.2721 Eh

Entry 3:
Molecular formula: C17H13ClIN3O7Pb
Method: DFT, the ωB97M-V functional and the def2-TZVPD basis

Structure (XYZ):
```
43
Properties=species:S:1:pos:R:3:forces:R:3:mulliken_charge:R:1
Pb 1.522 -0.028 -0.133 0.036 0.004 0.067 1.355
Cl -3.056 5.272 0.881 -0.011 0.013 0.008 -0.164
C -1.546 4.563 0.498 0.013 -0.003 -0.008 0.104
C -0.409 5.160 0.960 0.022 0.000 0.004 -0.323
C 0.938 4.736 0.890 -0.006 0.007 -0.028 -0.463
I 2.417 6.127 1.154 -0.005 -0.001 0.000 0.298
C 1.389 3.371 0.756 -0.005 0.008 0.114 0.470
O 2.512 2.949 0.731 -0.014 -0.018 -0.043 -0.508
C -0.557 2.320 -0.201 -0.023 -0.040 0.021 1.128
N -0.762 0.963 -0.524 0.001 -0.004 -0.002 -0.260
C -1.849 0.667 -1.149 0.000 0.027 -0.016 -0.096
C -2.918 1.604 -1.413 -0.016 -0.021 -0.008 -0.899
C -2.854 2.870 -0.975 0.018 0.017 0.011 -0.649
C -1.606 3.364 -0.371 0.005 -0.017 -0.010 0.458
H -0.562 6.126 1.428 -0.005 0.001 -0.007 0.453
H -1.980 -0.371 -1.436 0.003 -0.004 0.002 0.450
H -3.808 1.227 -1.895 -0.002 0.010 -0.002 0.413
H -3.705 3.532 -1.042 -0.005 -0.009 -0.001 0.444
O 0.375 2.380 0.815 0.011 0.036 -0.088 -0.271
O -0.434 3.215 -1.237 -0.008 0.021 0.004 -0.438
N 2.557 -0.573 2.519 0.021 -0.001 -0.028 -0.519
N 1.221 -0.132 2.218 -0.019 0.030 -0.046 -0.369
H 2.586 -1.032 3.423 0.001 -0.021 0.016 0.267
H 3.160 0.241 2.571 0.010 0.018 -0.006 0.272
H 0.902 0.655 2.777 0.009 0.016 0.033 0.329
H 0.585 -0.930 2.329 -0.001 -0.051 0.012 0.326
O -0.154 -2.519 1.759 -0.012 -0.022 -0.070 -0.798
C 0.101 -2.845 0.606 0.034 0.008 0.055 0.909
O 0.586 -2.095 -0.319 -0.046 0.005 0.015 -0.741
C -0.157 -4.286 0.196 -0.003 -0.014 -0.023 -0.035
C 0.162 -4.721 -1.133 -0.006 -0.006 0.030 -0.444
C -0.026 -6.012 -1.561 0.006 0.013 -0.006 -1.002
C -0.551 -6.877 -0.608 -0.007 0.012 0.036 1.065
O -0.832 -8.157 -0.725 -0.004 -0.020 -0.003 -0.364
C -1.348 -8.613 0.532 -0.008 -0.017 0.007 -0.202
O -1.348 -7.470 1.395 -0.009 -0.022 0.013 -0.370
C -0.873 -6.447 0.715 0.015 0.001 -0.042 0.999
C -0.680 -5.138 1.139 -0.006 0.008 -0.003 -0.886
H 0.573 -3.983 -1.807 -0.001 -0.001 0.001 0.447
H 0.216 -6.345 -2.559 0.001 -0.001 -0.002 0.486
H -0.689 -9.377 0.940 0.016 0.016 -0.002 0.300
H -2.368 -8.969 0.399 -0.004 0.021 -0.009 0.298
H -0.916 -4.804 2.139 0.004 0.002 0.003 0.527
```
Positions in Å, forces in eV/Å.

Computed properties:
* maximum force: 0.115 eV Å⁻¹
* charge: +2
* frontier orbital gap (alpha / beta): 0.2616 / 0.1537 Eh

Entry 4:
Molecular formula: C12H15BrF4N2Te4W
Method: DFT, the ωB97M-V functional and the def2-TZVPD basis

Structure (XYZ):
```
39
Properties=species:S:1:pos:R:3:forces:R:3:mulliken_charge:R:1
W -0.641 0.561 1.924 0.675 -0.124 -0.315 0.479
C -0.832 -0.721 -3.584 0.019 -0.010 0.018 -1.283
C -1.174 -0.310 -2.154 -0.025 0.035 0.012 -0.448
N -0.739 -1.227 -1.091 -0.009 -0.012 0.021 0.717
C -1.199 -2.612 -1.287 -0.033 0.008 0.005 -0.546
C -2.689 -2.809 -1.523 0.005 0.046 0.006 -1.183
C 0.713 -1.286 -0.963 0.020 0.018 -0.076 -1.324
C 1.372 0.004 -0.549 0.063 -0.034 -0.020 -0.691
N 0.988 0.431 0.784 -0.058 -0.132 0.031 0.554
C 1.804 1.329 1.477 -0.137 -0.030 0.026 1.037
C 1.070 1.647 2.615 0.014 0.336 0.094 -1.056
F -1.508 1.416 3.311 -0.324 0.152 0.143 -0.440
C 1.542 2.582 3.497 0.075 -0.053 -0.061 0.378
F 0.841 2.917 4.590 -0.008 0.014 0.020 -0.306
C 2.767 3.199 3.275 0.030 0.005 -0.008 -0.778
C 3.479 2.861 2.140 0.001 0.008 0.012 0.428
F 4.663 3.448 1.908 0.004 -0.003 -0.006 -0.308
C 3.019 1.934 1.214 -0.004 -0.038 -0.006 0.294
F 3.754 1.672 0.118 0.013 0.010 -0.009 -0.307
H -1.086 0.091 -4.265 -0.019 -0.003 -0.004 0.432
H -1.386 -1.606 -3.899 0.003 -0.006 -0.001 0.284
H 0.232 -0.930 -3.710 -0.007 0.027 -0.015 0.273
H -2.254 -0.177 -2.065 -0.005 -0.007 0.008 0.180
H -0.752 0.671 -1.936 -0.011 0.004 0.021 0.256
H -0.908 -3.165 -0.391 0.012 -0.019 -0.006 0.370
H -0.642 -3.063 -2.122 -0.002 0.009 -0.015 0.372
H -3.264 -2.709 -0.603 -0.008 0.040 0.024 0.178
H -2.854 -3.816 -1.908 -0.006 -0.009 0.032 0.394
H -3.101 -2.111 -2.252 0.016 -0.028 -0.026 0.273
H 1.180 -1.607 -1.907 0.008 -0.048 0.032 0.387
H 0.951 -2.053 -0.222 -0.024 0.020 0.052 0.469
H 1.179 0.817 -1.257 -0.034 0.013 0.027 0.465
H 2.450 -0.162 -0.552 -0.009 -0.003 -0.016 0.497
H 3.165 3.930 3.964 -0.009 -0.001 0.007 0.488
Te 0.695 -0.929 3.828 -0.343 -0.045 -0.108 -0.046
Te -1.462 -1.989 2.652 0.610 0.066 0.066 -0.246
Te -5.047 1.132 -0.461 0.201 0.246 -0.032 -0.010
Te -3.256 -0.061 0.921 -0.744 -0.334 -0.084 0.232
Br -1.071 2.700 0.480 0.049 -0.114 0.154 -0.463
```
Positions in Å, forces in eV/Å.

Computed properties:
* <S²>: 2.019
* maximum force: 0.820 eV Å⁻¹
* charge: 0
* 2S+1: 3
* frontier orbital gap (alpha / beta): 0.2201 / 0.1729 Eh

Entry 5:
Molecular formula: C4H8FNO
Method: DFT, the ωB97M-V functional and the def2-TZVPD basis

Structure (XYZ):
```
15
Properties=species:S:1:pos:R:3:forces:R:3:mulliken_charge:R:1
C -0.357 2.165 0.955 -0.828 -3.159 1.697 -0.861
C 1.110 1.855 1.092 0.630 -0.098 -3.257 -0.365
N 1.402 0.439 0.935 0.110 -1.372 -0.306 -0.467
C 1.415 -0.437 0.038 0.526 1.810 0.304 0.248
F 1.953 -1.634 0.416 -0.454 -0.058 -0.521 -0.235
H -0.772 1.291 0.398 -0.004 1.329 -0.534 0.194
H -0.695 3.138 0.710 0.033 0.784 -0.664 0.346
H -0.804 1.897 1.923 -0.090 0.491 0.162 0.263
H 1.657 2.374 0.306 -0.053 0.074 -0.672 0.275
H 1.632 2.262 1.908 0.086 -0.021 1.848 0.353
H 1.224 -0.464 -1.104 0.013 0.195 1.938 0.251
C -1.934 -3.176 -1.880 -0.137 -1.435 -0.310 -0.004
O -1.794 -2.088 -1.378 -0.161 -1.324 -0.725 -0.387
H -2.362 -3.417 -2.934 0.448 1.049 1.160 0.197
H -1.675 -4.205 -1.384 -0.120 1.735 -0.119 0.192
```
Positions in Å, forces in eV/Å.

Computed properties:
* maximum force: 3.680 eV Å⁻¹
* charge: 0
* frontier orbital gap: 0.3721 Eh

no.,DFT total energy (hartree)
1,-8518.9671
2,-303.6362
3,-2296.6623
4,-4688.4127
5,-386.9766